Record 1
C5H7Cl2NSi | ωB97M-V/def2-TZVPD

Kohn-Sham gap (alpha / beta)   5.06 / 7.41 eV
HOMO (alpha / beta)   -0.1609 / -0.3441 Eh
Expectation value of S²   2.012
Energy   -39710.2676 eV
Multiplicity   3

Each line ends with the Mulliken charge.
Atoms and positions in Å:
C 1.7596 1.3855 -0.7100  -0.3225
C 1.9874 1.2651 0.6678  -0.2773
C 0.5459 0.9641 -1.0320  -0.5135
C 0.8774 0.6907 1.2008  -0.4090
C -1.1233 -2.1205 -0.3028  -0.8736
N -0.1025 0.5995 0.1999  0.2505
Si -1.5771 -0.3912 0.2070  0.4402
Cl -2.6430 0.5020 -1.2770  -0.2690
Cl -2.5991 -0.4841 1.9373  -0.2508
H 2.4212 1.9601 -1.4507  0.2736
H 2.8860 1.5939 1.2962  0.3064
H 0.0945 0.9006 -1.9960  0.4389
H 0.6433 0.5367 2.2970  0.3197
H -2.0310 -2.5989 -0.6195  0.3240
H -0.2951 -2.1523 -1.0397  0.3052
H -0.8441 -2.6512 0.6217  0.2572

=====

Record 2
C27H18BF12IN7O3Pd | ωB97M-V/def2-TZVPD

Kohn-Sham gap (alpha / beta)   4.56 / 4.57 eV
HOMO (alpha / beta)   -0.2152 / -0.2153 Eh
Energy   -89728.9336 eV
Net charge   -1

Each line ends with the Mulliken charge.
Atoms and positions in Å:
Pd -0.2103 -0.1572 -0.2693  0.7325
C 4.2725 -4.2573 2.7482  -1.6056
C 3.6082 -3.1452 1.9840  0.1901
C 4.1296 -2.6791 0.7829  -1.2386
C 3.4958 -1.6664 0.0976  0.2197
C 2.3173 -1.0736 0.5851  -0.1920
N 1.7107 -0.0918 -0.1611  1.4806
C 2.3892 0.8293 -0.9434  0.3234
C 3.5880 1.3603 -0.4433  0.1573
C 4.2525 2.3733 -1.0947  -1.0976
C 3.7460 2.9184 -2.2707  0.2597
C 4.4493 4.0474 -2.9776  -1.5819
C 2.5598 2.3982 -2.7632  -0.4112
C 1.8668 1.3569 -2.1399  -1.3030
C 0.5851 0.7928 -2.7887  1.8063
O 0.0646 -0.3373 -2.2220  -0.9753
C -0.5273 1.8760 -2.7487  0.5031
F -1.5801 1.5374 -3.4749  -0.2984
F -0.8893 2.0176 -1.4840  -0.1451
F -0.1413 3.0948 -3.1587  -0.3021
C 0.8821 0.3823 -4.2598  0.4092
F 1.0805 1.4487 -5.0678  -0.2753
F 1.9842 -0.3736 -4.3168  -0.2620
F -0.1163 -0.3175 -4.7920  -0.2314
C 1.7468 -1.5677 1.7865  -1.4204
C 2.4334 -2.5735 2.4582  -0.3794
C 0.4819 -0.9277 2.4268  2.2356
O -0.1530 0.0425 1.7092  -0.9727
C -0.6047 -1.9926 2.8488  0.3454
F -0.1190 -3.1809 3.2548  -0.2936
F -1.4252 -2.2386 1.8324  -0.1712
F -1.3522 -1.5194 3.8602  -0.3075
C 0.9856 -0.2055 3.7218  0.4529
F 0.1006 0.6696 4.1997  -0.2516
F 1.2710 -1.0700 4.7174  -0.2944
F 2.1113 0.4832 3.4644  -0.2461
H 5.3355 -4.3167 2.5151  0.4097
H 3.8214 -5.2206 2.4970  0.2868
H 4.1602 -4.1149 3.8231  0.3872
H 5.0324 -3.1200 0.3759  0.3951
H 3.8859 -1.3172 -0.8493  0.6489
H 3.9556 0.9838 0.5016  0.5889
H 5.1695 2.7664 -0.6701  0.4015
H 5.5297 3.9754 -2.8512  0.3973
H 4.1368 5.0179 -2.5835  0.2692
H 4.2292 4.0386 -4.0450  0.3926
H 2.1694 2.8155 -3.6796  0.4838
H 2.0479 -2.9370 3.3975  0.5168
I -0.4768 6.0053 3.2887  0.0681
C 0.2148 4.6880 1.8646  -0.8500
C 0.5588 4.9865 0.5681  -0.1548
N 0.9842 3.8289 0.0270  0.1187
N 0.9062 2.7938 0.8770  0.0453
C 0.4484 3.3057 2.0043  -0.1429
H 0.5411 5.9129 0.0206  0.4642
H 1.1973 3.6440 -0.9419  -0.0141
H 0.2948 2.6763 2.8639  0.4046
O 0.0048 -2.4165 -0.3200  0.0935
N 0.5711 -2.8766 -1.3090  -0.1070
C 0.8873 -4.1276 -1.4125  0.9476
C 0.6529 -5.0761 -0.3610  0.0410
N 0.4690 -5.8308 0.4847  -0.5340
C 1.5613 -4.5594 -2.6018  -0.1447
N 2.1180 -4.9495 -3.5270  -0.5148
B -4.9505 -0.2371 -0.3950  0.3710
C -3.3744 -0.2559 -0.3799  0.2578
N -2.2216 -0.2689 -0.3700  -0.9450
H -5.3101 -0.4201 0.7500  -0.1458
H -5.2949 0.8623 -0.7785  -0.1490
H -5.3282 -1.1145 -1.1411  -0.1468

=====

- energy of number 1 (C5H7Cl2NSi)?
  -39710.2676 eV